{"formula": "C36H76BeClN4O8", "method": "wB97M-V/def2-TZVPD", "e_above_lowest_kcal_mol": 22.96, "charge": 1, "e_homo_ev": -10.265, "energy_ha": -2712.18729, "elements": ["Be", "Cl", "O", "O", "O", "O", "C", "C", "C", "C", "C", "C", "N", "O", "C", "C", "C", "H", "H", "H", "H", "H", "H", "H", "H", "H", "H", "H", "H", "H", "H", "H", "H", "H", "H", "H", "C", "C", "C", "C", "C", "C", "N", "O", "C", "C", "C", "H", "H", "H", "H", "H", "H", "H", "H", "H", "H", "H", "H", "H", "H", "H", "H", "H", "H", "H", "C", "C", "C", "C", "C", "C", "N", "O", "C", "C", "C", "H", "H", "H", "H", "H", "H", "H", "H", "H", "H", "H", "H", "H", "H", "H", "H", "H", "H", "H", "C", "C", "C", "C", "C", "C", "N", "O", "C", "C", "C", "H", "H", "H", "H", "H", "H", "H", "H", "H", "H", "H", "H", "H", "H", "H", "H", "H", "H", "H"], "coordinates": [[1.621164, -3.205718, -4.570025], [0.628793, -1.184110, -1.549843], [-0.750358, -0.852493, -1.280373], [1.011464, -2.305063, -0.747631], [0.745102, -1.548252, -2.944192], [1.486541, -0.064342, -1.362657], [1.012725, 3.595576, 1.996768], [1.377047, 2.081801, 2.028425], [1.961646, 1.665311, 3.393988], [0.861514, 1.406134, 4.424083], [-0.122974, 0.384037, 3.932986], [-0.818822, 0.812425, 2.625468], [0.235010, 1.237904, 1.674629], [-0.311185, 1.631167, 0.459636], [-1.376530, -0.507301, 2.028756], [-1.930234, 1.839524, 2.928582], [2.481420, 1.982551, 0.975839], [0.683855, 3.896101, 1.001246], [1.807930, 4.270795, 2.302584], [0.105791, 3.756799, 2.587897], [2.596618, 0.787997, 3.250094], [2.580764, 2.432713, 3.859472], [0.400775, 2.359905, 4.691901], [1.428377, 1.063031, 5.293138], [-0.868795, 0.176706, 4.700385], [0.438886, -0.519405, 3.684020], [-0.629257, -1.251781, 1.755992], [-2.127984, -0.905071, 2.709615], [-1.844006, -0.301716, 1.062998], [-2.192012, 2.405466, 2.034897], [-2.858746, 1.337419, 3.206917], [-1.608298, 2.425182, 3.787210], [2.682000, 0.947773, 0.669214], [3.447525, 2.234583, 1.417729], [2.369935, 2.490648, 0.018873], [0.127023, 1.035748, -0.176079], [-0.203825, 2.904917, -2.920973], [-0.021423, 2.748548, -4.421791], [-0.507417, 4.067442, -5.079874], [0.511099, 5.194177, -4.969499], [1.779199, 4.658950, -5.638265], [2.404801, 3.364132, -5.059229], [1.320559, 2.372522, -4.904696], [1.780161, 1.254001, -4.207285], [3.414899, 2.834066, -6.035594], [3.037454, 3.714700, -3.672249], [-0.976981, 1.619739, -4.885315], [0.245429, 3.866300, -2.646324], [0.243130, 2.145898, -2.280254], [-1.252194, 3.087024, -2.688924], [-0.758455, 3.933117, -6.132572], [-1.360311, 4.523213, -4.568630], [0.710504, 5.402399, -3.915560], [0.206909, 6.131144, -5.431594], [2.529566, 5.433382, -5.811192], [1.542594, 4.337247, -6.659559], [3.025462, 2.447234, -6.981228], [4.123467, 3.598977, -6.357423], [3.953177, 1.965271, -5.651055], [2.495069, 4.537826, -3.208100], [3.193919, 2.928342, -2.930601], [4.061609, 4.076715, -3.796892], [-2.030665, 1.888973, -4.838774], [-0.880779, 0.704474, -4.291959], [-0.618339, 1.277761, -5.858242], [1.773066, 1.562263, -3.283857], [3.937422, -6.763103, 2.657107], [4.077856, -5.498320, 3.499556], [5.418799, -4.865176, 3.113597], [5.667945, -3.497011, 3.687461], [4.538890, -2.671801, 2.982364], [3.105536, -3.067758, 3.344959], [3.048941, -4.539862, 3.063463], [1.734323, -5.058033, 3.307270], [2.805509, -2.643403, 4.798637], [2.233391, -2.369515, 2.336464], [4.130410, -5.894513, 5.008985], [4.506733, -7.578787, 3.106847], [4.210069, -6.615548, 1.615208], [2.911194, -7.123199, 2.750710], [6.168589, -5.508917, 3.596519], [5.681510, -4.901482, 2.057082], [6.586232, -2.997776, 3.379243], [5.647816, -3.465555, 4.776545], [4.644087, -2.764904, 1.902001], [4.738935, -1.641400, 3.290881], [3.508472, -2.950961, 5.567186], [2.559925, -1.583045, 4.901878], [1.803851, -3.030460, 5.028318], [1.160701, -2.566350, 2.381066], [2.286255, -1.277995, 2.255542], [2.579816, -2.648080, 1.339210], [3.201705, -6.351754, 5.350597], [4.223134, -4.926240, 5.505415], [5.003806, -6.494830, 5.242040], [1.802896, -5.229218, 4.259897], [-4.721998, 1.174542, 0.518479], [-5.513402, -0.119566, 0.362401], [-6.958731, 0.205214, -0.005213], [-7.153007, 0.613438, -1.460319], [-6.544196, -0.374507, -2.442166], [-5.090766, -0.715470, -2.081159], [-4.994066, -1.059452, -0.656473], [-3.737041, -1.529384, -0.346626], [-4.785478, -1.985093, -2.882182], [-4.157961, 0.417680, -2.627412], [-5.551400, -0.922504, 1.680468], [-4.796497, 1.930340, -0.257861], [-3.655370, 0.950787, 0.652882], [-4.897635, 1.585190, 1.516418], [-7.562520, -0.667613, 0.253244], [-7.343449, 1.044128, 0.577416], [-6.776509, 1.611467, -1.699080], [-8.239065, 0.676490, -1.560673], [-6.629664, 0.088516, -3.424777], [-7.152652, -1.279948, -2.399316], [-5.257555, -2.893688, -2.509348], [-5.106836, -1.913252, -3.926965], [-3.731193, -2.196443, -3.088911], [-4.673033, 1.321429, -2.293128], [-3.160074, 0.484086, -2.188651], [-4.124551, 0.443042, -3.712887], [-5.788421, -1.968058, 1.463204], [-6.429156, -0.626936, 2.257921], [-4.659592, -0.988573, 2.301375], [-3.127320, -0.973668, -0.871739]], "atomic_forces_ev_per_a": [[-0.403, 0.861, 0.964], [-0.700, -1.908, 0.682], [0.239, 0.560, -0.141], [0.170, 0.475, 0.012], [0.101, -0.940, -2.243], [0.271, 1.245, 0.701], [-1.755, -0.047, 0.096], [1.350, 1.201, -0.208], [-0.877, 0.010, -0.028], [1.046, 0.144, 0.084], [0.336, 0.226, -0.339], [0.587, -1.531, 0.209], [-0.675, 1.071, 0.401], [0.232, -0.584, 0.407], [-0.662, 0.712, -0.935], [0.106, -0.312, -0.467], [1.113, -1.748, -0.538], [0.290, -0.219, -0.157], [0.182, -0.345, 0.202], [0.294, 0.212, 0.404], [-0.128, -0.140, 0.071], [0.206, 0.245, -0.680], [-0.120, -0.053, 0.048], [-0.519, -0.104, 0.306], [-0.123, -0.202, -0.179], [-0.144, -0.180, 0.313], [0.275, 0.074, 0.555], [0.096, -0.171, -0.008], [-0.303, 0.089, 0.213], [0.265, 0.383, 0.177], [0.197, -0.305, 0.122], [-0.161, 0.494, -0.283], [-0.386, -0.149, 0.217], [-0.198, 0.599, 0.085], [-0.399, 0.466, 0.307], [0.007, 0.051, -0.383], [0.817, 1.478, 0.593], [-1.585, -0.271, -0.747], [0.178, 1.053, 0.190], [1.397, -1.104, -0.144], [0.194, -0.221, -1.051], [-0.636, 1.041, 1.239], [-0.223, 0.357, 0.211], [-0.152, 0.290, -0.072], [0.910, -0.853, -0.770], [0.654, 0.402, -0.158], [0.798, -0.862, 0.033], [0.235, -0.179, 0.294], [-0.293, -0.240, -0.114], [-0.132, -0.620, -0.034], [-0.055, -0.225, 0.025], [-0.512, -0.995, 0.007], [-0.040, 0.187, -0.018], [-0.217, -0.124, -0.098], [0.262, -0.133, 0.484], [-0.401, 0.291, -0.098], [-0.711, 0.254, 0.179], [0.116, 0.072, 0.444], [0.177, 0.258, 0.335], [-0.096, -0.146, 0.112], [-0.464, -0.319, -0.250], [-0.072, 0.155, -0.365], [0.085, 0.305, -0.320], [0.158, 0.252, 0.403], [-0.603, 0.363, -0.334], [0.189, -0.676, 0.120], [-0.731, -0.538, 0.640], [0.853, -0.003, -0.917], [2.207, -1.173, 1.568], [-1.732, 0.978, -1.527], [0.989, 0.596, 1.454], [1.530, -0.135, 0.509], [-0.909, 0.257, 0.054], [0.989, 0.414, 0.542], [-1.743, -0.286, -0.294], [-0.883, 0.321, -1.301], [-0.690, 1.726, -0.623], [0.437, 0.178, -0.192], [-0.079, 0.007, 0.005], [-0.086, 0.131, -0.391], [-0.025, -0.337, -0.334], [-0.576, 0.100, -0.143], [0.300, -0.549, -0.053], [-0.263, 0.036, -0.014], [0.272, 0.044, -0.002], [-0.552, 0.265, -0.371], [0.102, 0.008, -0.154], [0.745, 0.232, -0.314], [0.196, -0.500, 0.309], [0.102, -0.453, 0.219], [0.451, 0.090, 0.814], [-0.264, -0.400, 0.016], [0.124, -0.284, 0.020], [0.079, -0.323, 0.561], [-0.125, -0.194, -0.108], [-0.734, -0.171, -0.004], [1.569, -0.296, 0.879], [-0.353, -0.313, 0.635], [0.063, 0.195, -0.377], [-0.406, -0.097, 0.150], [-0.656, 0.424, 1.051], [0.007, -1.047, -1.651], [-0.136, 1.166, -0.871], [0.224, 0.325, 0.057], [0.674, -0.819, -1.178], [-0.940, 0.703, 1.446], [-0.615, -0.718, 0.042], [-0.387, -0.055, 0.013], [0.038, -0.187, -0.516], [-0.703, 0.281, -0.212], [-0.143, -0.006, -0.286], [0.275, -0.163, 0.449], [0.081, 0.091, 0.424], [0.039, 0.035, -0.508], [0.320, -0.433, -0.228], [0.177, -0.139, -0.239], [0.023, 0.161, 0.361], [-0.573, 0.504, 0.176], [0.200, 0.085, 0.862], [0.316, 0.326, -0.310], [0.134, -0.359, -0.192], [0.082, -0.347, 0.014], [0.105, 0.033, -0.337], [0.337, 0.471, 0.294], [0.135, 0.569, -0.158], [0.335, -0.398, 0.163]], "lowdin_charge": [0.770, 0.639, -0.325, -0.300, -0.491, -0.327, -0.003, -0.464, -0.122, -0.177, -0.134, -0.450, 0.013, 0.030, -0.005, 0.003, -0.035, 0.080, 0.099, 0.078, 0.108, 0.129, 0.113, 0.118, 0.136, 0.102, 0.079, 0.095, 0.048, 0.083, 0.086, 0.080, 0.077, 0.098, 0.081, 0.066, -0.015, -0.479, -0.134, -0.172, -0.137, -0.487, -0.056, -0.006, -0.040, -0.002, -0.022, 0.077, 0.063, 0.100, 0.127, 0.124, 0.094, 0.120, 0.126, 0.122, 0.091, 0.093, 0.087, 0.071, 0.077, 0.091, 0.082, 0.070, 0.091, 0.060, -0.030, -0.512, -0.170, -0.156, -0.140, -0.495, -0.055, -0.005, -0.010, -0.049, -0.004, 0.089, 0.087, 0.081, 0.122, 0.124, 0.114, 0.104, 0.119, 0.119, 0.071, 0.073, 0.084, 0.078, 0.071, 0.080, 0.084, 0.059, 0.092, 0.082, -0.012, -0.484, -0.138, -0.181, -0.135, -0.481, -0.050, 0.035, -0.042, 0.001, -0.018, 0.081, 0.062, 0.095, 0.127, 0.130, 0.108, 0.119, 0.128, 0.128, 0.095, 0.090, 0.084, 0.065, 0.074, 0.092, 0.095, 0.088, 0.072, 0.073]}